Record 1
{"formula": "C3H8N2O", "method": "ωB97M-V/def2-TZVPD", "elements": ["N", "C", "C", "N", "C", "O", "H", "H", "H", "H", "H", "H", "H", "H"], "coordinates": [[-0.62425, -1.07740, -2.18641], [-0.49148, -1.21286, -0.77172], [0.53679, -0.33556, -0.05102], [-0.06346, 0.91678, 0.46033], [0.35638, 1.51620, 1.69766], [1.69467, -0.65822, 0.18831], [-0.06067, -1.74977, -2.62699], [-0.25263, -0.20135, -2.37149], [-1.48210, -1.00705, -0.30373], [-0.24292, -2.20652, -0.28697], [-0.96077, 1.03339, 0.12655], [-0.12796, 0.97726, 2.45776], [1.48691, 1.38088, 1.85088], [0.23150, 2.62422, 1.81683]], "forces_ev_per_a": [[-0.8, -1.2, 0.7], [-0.8, -0.7, 3.0], [0.1, 2.3, 1.7], [3.4, -2.6, -1.4], [2.6, 1.0, -0.2], [-1.7, 0.5, -0.4], [0.9, -0.9, -0.9], [0.7, 1.9, -1.1], [0.5, 0.1, -0.2], [-0.2, 0.6, -1.5], [-2.1, 0.4, -0.3], [-0.6, -0.3, 1.6], [-1.6, -0.1, -0.5], [-0.4, -1.0, -0.5]], "smiles": "CNC(=O)CN", "relative_energy_kj_mol": 164.7, "charge": 0}

=====

Record 2
{"formula": "C5H8O2S", "method": "ωB97M-V/def2-TZVPD", "elements": ["C", "C", "C", "C", "C", "H", "H", "H", "H", "H", "H", "H", "H", "O", "O", "S"], "coordinates": [[1.20200, 2.41573, -0.51567], [-0.04235, 0.14280, -0.55396], [-0.39410, -1.29139, -0.11579], [-0.62277, -1.40143, 1.30439], [-0.66711, -0.35103, 2.21486], [1.25704, 2.47782, -1.74773], [-0.02432, 2.70231, -0.31865], [2.15638, 2.88964, 0.09309], [0.46994, -2.01164, -0.42024], [-2.14620, -1.16955, -1.35198], [-0.94077, -2.32497, 1.51776], [-0.30875, 0.65942, 1.85694], [-1.42789, -0.67447, 3.01541], [-1.07687, 0.66066, -1.13225], [-1.39407, -1.83426, -0.95779], [1.49238, 0.60951, 0.00455]], "forces_ev_per_a": [[-0.1, 0.3, -1.0], [-5.7, -1.6, -1.4], [2.9, -0.9, -3.6], [0.0, 5.4, 1.8], [-1.6, -2.8, -1.9], [0.4, -0.1, 3.4], [3.9, -0.6, 0.1], [-3.0, -0.3, -1.9], [-0.8, 1.3, 0.6], [3.2, -1.7, 2.1], [-1.5, -3.3, 1.4], [-0.9, -1.2, 1.2], [2.0, 1.4, -0.4], [5.0, 0.2, 1.8], [-3.1, 1.2, -0.9], [-0.8, 2.6, -1.4]], "smiles": "C=C[C@@H](O)C(=O)SC", "relative_energy_kj_mol": 414.9, "charge": 0}

=====

Record 3
{"formula": "C2HF3NOS", "method": "ωB97M-V/def2-TZVPD", "elements": ["C", "C", "N", "O", "F", "F", "F", "S", "H"], "coordinates": [[3.18532, 0.72343, 0.08985], [-1.22157, 0.36275, 0.23704], [2.48397, -0.20398, 0.22451], [4.02946, 1.56051, 0.08359], [-1.76485, 0.32471, 1.48448], [-1.01392, 1.72422, 0.11108], [-2.23952, 0.03878, -0.65510], [1.36679, -1.39684, -0.03035], [-0.30031, -0.34198, 0.27786]], "forces_ev_per_a": [[0.3, -0.7, 0.4], [-1.0, 1.0, 1.1], [0.0, 0.6, 0.0], [0.5, 1.1, -0.2], [-0.5, -0.7, 0.1], [0.4, -1.1, -0.9], [1.3, 0.2, 0.8], [-0.2, -1.4, -0.2], [-0.8, 1.1, -1.0]], "relative_energy_kj_mol": 126.1, "charge": -1}

=====

Record 4
{"formula": "C4H5F3O", "method": "ωB97M-V/def2-TZVPD", "elements": ["C", "C", "C", "C", "O", "F", "F", "F", "H", "H", "H", "H", "H"], "coordinates": [[2.96760, 0.50274, -0.56058], [2.40426, 0.20620, 0.55082], [-1.45533, 0.29124, -0.37596], [-2.84558, 0.11390, 0.28995], [-0.83804, -0.73637, -0.70420], [-3.67160, 0.13447, -0.85503], [-3.14031, 1.07253, 1.15817], [-3.18378, -1.11597, 0.82784], [2.77729, -0.00187, -1.45620], [3.66882, 1.32902, -0.46922], [1.79828, -0.70943, 0.54616], [2.69506, 0.66445, 1.44317], [-1.17669, -1.75090, -0.39491]], "forces_ev_per_a": [[1.7, 2.1, -0.5], [-1.5, -2.8, 0.8], [-1.0, 1.8, 0.6], [-1.1, -1.6, -1.6], [0.0, -4.5, 0.7], [0.8, 0.8, 1.5], [0.0, -0.7, -0.7], [0.8, 1.0, 0.2], [-0.1, -0.5, -1.3], [0.1, 0.0, -0.9], [-0.2, 0.6, 0.6], [0.0, 0.6, 1.3], [0.5, 3.2, -0.8]], "relative_energy_kj_mol": 330.2, "charge": 0}

=====

Record 5
{"formula": "C3H13N2O", "method": "ωB97M-V/def2-TZVPD", "elements": ["C", "C", "C", "N", "N", "H", "H", "H", "H", "H", "H", "H", "H", "H", "H", "H", "H", "H", "O"], "coordinates": [[-0.72539, 0.60602, 0.03930], [-0.84367, 0.06196, -1.40840], [-0.22179, -1.33136, -1.55623], [0.96584, -1.50291, -0.57074], [0.74526, 0.77125, 0.33518], [-1.15007, 1.59608, 0.22313], [-1.18918, -0.13139, 0.71213], [-0.39924, 0.82019, -2.07366], [-1.90828, -0.09451, -1.72943], [0.27089, -1.41099, -2.54870], [-0.87191, -2.13463, -1.39885], [1.63074, -2.20826, -1.06452], [1.27932, -0.19000, -0.07262], [0.56331, -1.95555, 0.26062], [1.17547, 1.60449, -0.37526], [0.92275, 1.20696, 1.31469], [-0.83352, 1.74982, 3.38352], [0.57526, 1.02895, 3.52492], [0.01420, 1.51387, 3.00490]], "forces_ev_per_a": [[0.2, -0.2, -0.4], [-1.0, 0.2, 0.1], [3.3, 1.6, -0.2], [0.3, -2.4, -2.0], [2.2, 4.0, -1.3], [-0.4, -0.4, -0.3], [0.5, 0.4, 0.2], [-0.1, -0.5, 0.0], [0.8, 0.7, 0.5], [-0.8, -0.1, 0.5], [-1.2, -1.0, 0.1], [-1.4, 1.5, 1.6], [-0.9, 0.3, 0.8], [0.6, -0.1, -0.4], [-1.7, -2.7, 2.3], [-0.7, -1.3, -1.7], [0.2, -0.3, 0.6], [1.5, -1.7, 2.7], [-1.6, 1.9, -3.1]], "relative_energy_kj_mol": 135.3, "charge": 1}

=====

Record 6
{"formula": "C26H29FHgNOTe", "method": "ωB97M-V/def2-TZVPD", "elements": ["Hg", "C", "C", "O", "N", "Te", "C", "C", "C", "C", "C", "C", "C", "C", "C", "C", "C", "C", "C", "C", "C", "C", "C", "C", "H", "H", "H", "H", "H", "H", "H", "H", "H", "H", "H", "H", "H", "H", "H", "H", "H", "H", "H", "H", "H", "H", "H", "H", "H", "F", "C", "C", "C", "C", "C", "C", "H", "H", "H", "H"], "coordinates": [[0.00184, -0.97017, -0.25377], [-1.79880, -1.56965, 3.94569], [-0.54305, -0.84368, 3.49975], [0.39180, -1.54959, 3.05329], [-0.56504, 0.48904, 3.60318], [0.96162, 1.14126, 2.45079], [2.50113, 1.76398, 3.82810], [2.79830, 0.96594, 4.93498], [2.06500, -0.30780, 5.26230], [3.81923, 1.36824, 5.79493], [4.55186, 2.52326, 5.58207], [5.67608, 2.91840, 6.50163], [4.23616, 3.29285, 4.47242], [3.22138, 2.94553, 3.58482], [2.97609, 3.88995, 2.43258], [0.00677, 3.05283, 2.37683], [-0.29036, 3.77018, 3.54149], [0.06355, 3.31636, 4.93609], [-0.93273, 4.99926, 3.40801], [-1.29997, 5.51751, 2.17369], [-1.97132, 6.86108, 2.06490], [-1.01648, 4.76718, 1.04416], [-0.36834, 3.53679, 1.12190], [-0.13203, 2.77850, -0.16003], [-1.52701, -2.34571, 4.66250], [-2.23411, -2.06637, 3.07722], [-2.53227, -0.89454, 4.38261], [1.95287, -0.96027, 4.39644], [1.05148, -0.09724, 5.61191], [2.59891, -0.84815, 6.04335], [4.04763, 0.74160, 6.65107], [5.73778, 2.24723, 7.35822], [5.54171, 3.93477, 6.87676], [6.63511, 2.88675, 5.98066], [4.80354, 4.19616, 4.27087], [3.88335, 4.46145, 2.23747], [2.17725, 4.59538, 2.66953], [2.70415, 3.34901, 1.52218], [-0.11986, 2.24955, 5.06361], [-0.54623, 3.86240, 5.65673], [1.11314, 3.51682, 5.16245], [-1.15180, 5.56562, 4.30771], [-2.28419, 7.22396, 3.04393], [-2.85374, 6.81418, 1.42456], [-1.29567, 7.60329, 1.63399], [-1.30180, 5.14119, 0.06543], [-0.03943, 3.47599, -0.99396], [-0.97996, 2.12172, -0.37261], [0.77895, 2.16898, -0.14048], [6.13659, -0.37369, -1.89883], [5.10482, 0.16980, -1.17599], [4.56142, -0.55318, -0.13704], [3.51272, 0.02650, 0.58343], [2.98548, 1.29544, 0.32270], [3.59641, 1.95845, -0.75051], [4.63987, 1.42415, -1.51114], [4.95088, -1.53820, 0.09387], [3.08933, -0.58886, 1.38480], [3.25386, 2.95650, -1.03291], [5.09112, 1.95887, -2.33964]], "forces_ev_per_a": [[0.0, -0.1, 0.0], [-0.1, 0.1, 0.1], [-0.2, 0.2, 0.0], [0.1, -0.1, -0.1], [0.2, -0.2, 0.0], [-0.1, 0.0, -0.1], [0.0, 0.0, -0.2], [0.0, -0.1, 0.1], [0.1, 0.1, 0.0], [0.0, 0.0, 0.0], [0.0, 0.0, 0.0], [0.0, 0.0, 0.0], [0.0, 0.0, 0.0], [0.1, 0.0, -0.1], [-0.1, -0.1, 0.0], [0.1, -0.3, 0.0], [0.0, 0.1, 0.0], [-0.1, 0.0, 0.0], [0.0, 0.0, 0.0], [0.0, 0.0, 0.1], [0.0, 0.0, 0.0], [0.0, 0.0, 0.0], [0.0, 0.1, -0.1], [0.0, 0.0, 0.0], [0.0, 0.0, 0.0], [0.0, 0.0, 0.0], [0.0, 0.0, 0.0], [0.0, 0.0, 0.0], [0.0, 0.0, 0.0], [0.0, 0.0, 0.0], [0.0, 0.0, 0.0], [0.0, 0.0, 0.0], [0.0, 0.0, 0.0], [0.0, 0.0, 0.0], [0.0, 0.0, 0.0], [0.0, 0.0, 0.0], [0.0, 0.0, 0.0], [0.1, 0.0, 0.1], [0.0, 0.0, 0.0], [0.0, 0.0, 0.0], [0.0, 0.0, 0.0], [0.0, 0.0, 0.0], [0.0, 0.0, 0.0], [0.0, 0.0, 0.0], [0.0, 0.0, 0.0], [0.0, 0.0, 0.0], [0.0, 0.0, 0.0], [0.0, 0.0, 0.0], [0.0, 0.1, 0.1], [-0.1, 0.0, 0.0], [0.0, 0.0, 0.0], [0.0, 0.1, 0.0], [0.0, -0.1, -0.1], [0.0, 0.1, 0.2], [0.0, 0.1, -0.1], [0.0, 0.0, 0.1], [0.0, 0.0, 0.0], [0.0, 0.0, 0.0], [0.0, 0.0, 0.0], [0.0, 0.0, 0.0]], "total_energy_ev": -45155.1935, "charge": -1}

=====

Record 7
{"formula": "C16H21N3O2ReS", "method": "ωB97M-V/def2-TZVPD", "elements": ["N", "C", "C", "H", "H", "H", "N", "C", "C", "H", "H", "H", "N", "C", "C", "H", "H", "H", "Re", "C", "O", "C", "O", "C", "C", "C", "C", "C", "C", "H", "H", "H", "H", "H", "H", "C", "S", "C", "H", "H", "H", "H", "H", "H"], "coordinates": [[0.18651, 1.82675, -0.07549], [0.48189, 2.94197, 0.03227], [0.66051, 4.37260, 0.05623], [-0.31295, 4.85529, -0.00886], [1.28456, 4.66734, -0.78668], [1.14166, 4.66447, 0.98647], [1.94886, -1.27069, -0.49866], [2.85809, -1.86604, -0.95887], [4.06282, -2.65037, -0.78814], [4.79671, -2.23557, -1.49767], [3.82628, -3.69162, -1.06144], [4.46085, -2.61240, 0.24049], [-1.59764, -0.90560, -0.07071], [-2.50269, -1.63168, 0.03628], [-3.73434, -2.37410, 0.05491], [-3.66416, -3.17599, 0.78482], [-3.91399, -2.79100, -0.93505], [-4.55011, -1.71085, 0.33937], [0.61702, -0.40246, 0.37700], [0.50616, -1.94435, 1.49675], [0.47230, -2.82764, 2.26587], [1.98165, 0.32054, 1.49824], [2.77486, 0.70721, 2.26977], [0.97352, 1.03336, -2.63098], [-0.42571, 1.09892, -2.52642], [-1.17664, -0.06433, -2.52447], [-0.54640, -1.31248, -2.62474], [0.83298, -1.37733, -2.71625], [1.59550, -0.19580, -2.71786], [1.55841, 1.94411, -2.77716], [-0.93840, 2.06181, -2.55741], [-2.26641, 0.01024, -2.55678], [-1.13560, -2.22097, -2.76764], [1.30613, -2.34970, -2.85198], [2.67779, -0.23019, -2.85696], [-0.71238, 0.47987, 4.14696], [-0.93134, 0.61011, 2.36610], [-2.42698, 1.57842, 2.11933], [0.18987, -0.10370, 4.33806], [-1.58505, -0.02531, 4.57377], [-0.60504, 1.48677, 4.56348], [-3.25779, 1.04545, 2.60315], [-2.27565, 2.55964, 2.59122], [-2.63568, 1.70531, 1.04968]], "forces_ev_per_a": [[0.9, -0.2, 1.0], [-0.9, -0.3, -0.3], [0.3, -0.1, 0.1], [-0.2, 0.1, -0.1], [0.1, 0.1, -0.1], [0.1, 0.1, 0.1], [3.5, -2.3, -2.1], [-0.2, 0.1, 3.4], [0.2, -0.2, -1.6], [0.2, -0.4, 0.2], [0.3, 0.1, -0.1], [-0.4, 0.3, -0.2], [0.0, -1.1, 1.1], [0.6, 1.4, -0.4], [0.1, -0.2, 0.1], [0.0, -0.2, 0.1], [-0.1, -0.1, -0.1], [-0.1, 0.1, 0.0], [-4.9, 3.2, -0.2], [0.2, -5.3, 4.4], [0.0, 3.8, -3.4], [4.9, 1.9, 4.4], [-3.5, -1.5, -3.5], [0.1, 0.4, -0.5], [-0.3, 0.1, -0.5], [-0.4, 0.4, -0.5], [-0.1, -0.4, -0.5], [0.1, 0.1, -1.0], [0.1, -0.3, -1.0], [-0.1, -0.2, 0.2], [0.2, -0.3, 0.0], [0.4, -0.1, 0.0], [0.1, 0.2, 0.2], [-0.1, 0.2, -0.1], [-0.3, 0.0, -0.1], [0.4, -0.2, -0.3], [-1.2, 0.8, 1.1], [0.0, 0.0, -0.3], [0.0, 0.0, 0.0], [-0.2, 0.1, 0.0], [-0.1, 0.1, 0.0], [0.1, 0.1, 0.1], [0.0, -0.2, 0.1], [0.3, -0.2, 0.2]], "relative_energy_kj_mol": 137.5, "charge": 4, "s_squared": 3.789, "spin_multiplicity": 4}

=====

Which molecular weight belongs to each record? In order, 88.11, 132.18, 144.10, 126.08, 93.15, 718.71, 505.64 g mol⁻¹.
Which largest force on an atom belongs to each record? In order, 4.53, 6.08, 1.78, 4.55, 4.79, 0.31, 6.87 eV Å⁻¹.